The following is a DFT calculation (ωB97M-V/def2-TZVPD) of C6H10O2 in the gas phase at a distorted geometry.

Structure (XYZ):
```
18
Properties=species:S:1:pos:R:3:forces:R:3:mulliken_charge:R:1
C -1.0759 0.8862 -0.9925 -1.037 1.149 0.030 -0.272
C -0.5381 -1.0300 0.9201 2.590 -0.643 0.279 -0.379
C -0.5823 1.9313 -0.0501 0.222 -0.210 0.093 -0.971
C 0.7461 -0.4996 -1.2751 1.012 0.093 -0.454 -0.499
C 2.0531 -0.6442 0.8257 0.292 -0.466 -0.165 -0.983
O -0.3027 0.1445 -1.7704 -0.031 -0.959 -0.130 -0.365
O -1.3585 -1.9683 0.2799 -0.067 0.231 -0.464 -0.526
C 0.9318 -0.6811 0.1057 -3.193 0.171 1.438 0.813
H -1.6887 -1.6044 -0.5526 0.015 0.066 0.227 0.357
H -2.0278 1.0677 -1.4782 0.049 -0.014 -0.052 0.419
H -1.0803 -0.2256 1.4290 0.158 0.226 -0.720 0.152
H -0.0869 -1.5816 1.7476 -0.122 -0.126 0.090 0.380
H 1.3027 -1.0583 -2.0106 0.078 0.274 -0.163 0.393
H -0.9780 2.9088 -0.3329 0.074 0.015 -0.137 0.346
H -0.9109 1.7677 0.9804 0.076 -0.063 0.015 0.230
H 0.5081 1.9588 -0.0394 -0.044 0.086 -0.006 0.340
H 2.1019 -1.0578 1.8216 -0.134 0.196 0.207 0.268
H 2.9864 -0.3142 0.3919 0.060 -0.027 -0.089 0.299
```
Positions in Å, forces in eV/Å.

- molecular weight (g mol⁻¹) = 114.14
- highest occupied orbital energy (alpha / beta) (eV) = -7.59 / -7.27
- multiplicity = 1
- frontier orbital gap (alpha / beta) (hartree) = 0.2837 / 0.2876
- energy relative to the best compared isomer or geometry (same formula, charge and spin) (kJ/mol) = 468.82